Run P
Below is one molecule with the formula C5H9N, with properties calculated with the ωB97M-V functional and the def2-TZVPD basis.

Bonds (Å) are listed after each position.
CARTESIAN COORDINATES (ANGSTROEM)
1 C -0.08292 1.68187 1.01924  C2 1.360, H7 1.110, H8 1.107
2 C 0.99409 1.23817 0.31748  C1 1.360, C3 1.499, H9 1.121
3 C 1.37706 -0.20546 0.44144  C2 1.499, N4 1.487, H10 1.193, H11 1.085
4 N 0.35815 -1.27694 0.27991  C3 1.487, C5 1.412, H12 1.042
5 C -0.56279 -0.96631 -0.74435  N4 1.412, C6 1.329, H13 1.049
6 C -1.80223 -1.13789 -1.19109  C5 1.329, H14 1.090, H15 1.056
7 H -0.35356 2.72179 1.29818  C1 1.110
8 H -0.96412 1.05697 0.77749  C1 1.107
9 H 1.57311 2.01673 -0.24466  C2 1.121
10 H 2.20266 -0.46904 -0.37789  C3 1.193
11 H 1.85737 -0.24740 1.41288  C3 1.085
12 H 0.00598 -1.66599 1.18055  N4 1.042
13 H -0.10853 -0.25449 -1.36667  C5 1.049
14 H -1.86552 -1.29939 -2.26674  C6 1.090
15 H -2.62875 -1.19261 -0.53577  C6 1.056

* total charge: 0
* SMILES: C=CCNC=C
* HOMO level: -7.9 eV
* Kohn-Sham gap: 8.7 eV
* spin multiplicity: 1
* LUMO level: 0.79 eV

---

Run Q
Below is one molecule with the formula C5H9N, with properties calculated with the ωB97M-V functional and the def2-TZVPD basis.

Bonds (Å) are listed after each position.
CARTESIAN COORDINATES (ANGSTROEM)
1 C 1.57412 0.28834 1.16498  C2 1.336, H7 1.083, H8 1.080
2 C 0.41401 -0.36966 1.08684  C1 1.336, N3 1.427, C4 1.497
3 N 0.15230 -1.49721 1.92222  C2 1.427, H9 1.016, H10 1.013
4 C -0.68433 -0.14656 0.09461  C2 1.497, C5 1.344, H11 1.085
5 C -0.45098 0.70674 -0.91779  C4 1.344, C6 1.495, H12 1.085
6 C -0.95585 0.51254 -2.31123  C5 1.495, H13 1.083, H14 1.091, H15 1.100
7 H 2.34671 -0.04919 1.84499  C1 1.083
8 H 1.86360 1.02980 0.43542  C1 1.080
9 H -0.67221 -1.29770 2.48223  N3 1.016
10 H 0.94574 -1.61276 2.54157  N3 1.013
11 H -1.57493 -0.57356 0.54346  C4 1.085
12 H 0.03136 1.65796 -0.72084  C5 1.085
13 H -1.19274 -0.51860 -2.54197  C6 1.083
14 H -1.71646 1.21024 -2.66432  C6 1.091
15 H -0.08036 0.65962 -2.96018  C6 1.100

* total charge: 0
* SMILES: C=C(N)/C=C/C
* HOMO level: -7.9 eV
* Kohn-Sham gap: 8.5 eV
* spin multiplicity: 1
* LUMO level: 0.62 eV

---

Need the numbers? Relative energies in eV: run P 1.718; run Q 0.000.